Record 1
Formula: C5H12O
Source: the Open Molecules 2025 dataset
Level of theory: ωB97M-V/def2-TZVPD

Positions of all 18 atoms, in Å:
C  1.32414  1.02868  1.02104
C  0.59113  0.64035  -0.26485
C  -0.17439  1.83499  -0.83390
C  -0.33519  -0.56236  -0.05568
C  0.41246  -1.86752  0.19995
O  -0.39550  -2.93407  -0.26614
H  1.86850  0.18206  1.45599
H  0.61052  1.38873  1.77359
H  2.04841  1.83067  0.83737
H  1.34425  0.34217  -1.01036
H  -0.91303  2.20903  -0.11357
H  -0.70877  1.56014  -1.75060
H  0.50611  2.66007  -1.07427
H  -1.03808  -0.35900  0.76440
H  -0.93924  -0.71973  -0.95740
H  0.64097  -1.99005  1.27043
H  1.37529  -1.84510  -0.33786
H  0.11456  -3.74874  -0.18902

Forces on atoms 1 to 6 (eV/Å):
C 0.0 0.0 0.1
C 0.0 0.0 0.0
C 0.0 0.0 0.0
C 0.0 0.0 0.0
C 0.2 0.4 0.2
O 0.1 -0.3 0.0

HOMO level, eV: -10.3
Net charge: 0
LUMO, eV: 0.97

=====

Record 2
Formula: H3N2O4
Source: the Open Molecules 2025 dataset
Level of theory: ωB97M-V/def2-TZVPD

Positions of all 9 atoms, in Å:
N  -0.56597  0.90649  0.78116
N  -0.42395  0.24118  -1.51159
O  -0.51972  0.68947  -2.62553
O  1.52889  -0.85127  1.51939
O  -0.50213  1.34216  -0.48703
O  -0.53745  -0.88924  -1.03492
H  1.13525  -0.02199  1.52556
H  -1.01852  -0.01367  0.81483
H  0.90361  -1.40313  1.01814

Forces on atoms 1 to 6 (eV/Å):
N 0.8 0.2 1.6
N 0.1 1.0 2.8
O 0.0 -0.9 -1.1
O 1.6 -3.6 0.1
O -0.5 -1.4 -1.3
O 0.1 0.7 -1.4

HOMO level, eV: -2.4
Net charge: -1
LUMO, eV: 4.41

=====

Record 3
Formula: C4H8O3
Source: the Open Molecules 2025 dataset
Level of theory: ωB97M-V/def2-TZVPD

Positions of all 15 atoms, in Å:
C  -0.65844  0.57231  -1.47968
C  -0.77347  -0.44241  -0.34888
O  -0.39085  -1.67996  -0.88689
C  0.06080  -0.11854  0.94910
O  0.74191  -1.26157  1.39031
C  1.02771  1.04408  0.86706
O  2.18328  0.92508  1.20849
H  -1.35834  0.28675  -2.27045
H  -0.90056  1.59403  -1.16890
H  0.35077  0.54971  -1.90537
H  -1.82634  -0.48020  -0.02809
H  -0.07650  -2.22132  -0.14699
H  -0.66109  0.19314  1.72288
H  1.66433  -0.98318  1.54037
H  0.61679  2.02206  0.55704

Forces on atoms 1 to 6 (eV/Å):
C 0.0 0.0 0.0
C -0.2 0.3 0.0
O 0.1 -0.2 0.1
C -0.1 0.1 0.0
O 0.1 0.0 0.2
C 0.3 -0.1 0.1

HOMO level, eV: -10.2
Net charge: 0
LUMO, eV: 0.71

=====

Record 4
Formula: C19H25ClN3O
Source: the Open Molecules 2025 dataset
Level of theory: ωB97M-V/def2-TZVPD

Positions of all 49 atoms, in Å:
C  -1.35131  4.29315  1.24017
N  -2.36932  3.45361  1.80293
C  -3.74973  3.78607  1.90889
C  -2.02910  2.09842  2.01695
Cl  -3.26688  1.05935  2.83651
H  -1.72735  5.26101  0.92636
H  -0.58497  4.46109  2.00226
H  -0.82857  3.83502  0.39105
H  -3.98827  4.78761  1.57516
H  -4.40101  3.09643  1.35387
H  -4.05325  3.73548  2.95930
H  -1.12775  1.95306  2.65504
C  -0.85858  0.34653  -2.19737
N  0.40162  0.43078  -1.45078
C  0.66184  -0.31091  -0.35226
H  -1.96133  1.63555  1.05881
C  0.02586  -1.56153  -0.04971
C  -1.13630  -1.76788  0.74774
C  -1.56849  -3.08229  0.88845
C  -0.85486  -4.11742  0.23802
O  -1.31981  -5.39050  0.40815
C  -0.47899  -6.32799  -0.32507
C  0.29051  -3.89177  -0.55709
C  0.71812  -2.59741  -0.68833
N  1.68295  0.22344  0.34243
C  1.98759  -0.17057  1.71901
C  2.28507  1.20890  -0.46813
C  1.46650  1.34519  -1.61008
C  2.00353  1.70112  -2.83664
C  3.40122  1.78318  -2.92631
C  4.21165  1.63076  -1.79742
C  3.65583  1.39815  -0.53119
H  -0.73253  0.82298  -3.17248
H  -1.18494  -0.68412  -2.40383
H  -1.64545  0.85449  -1.61549
H  -1.66415  -0.91971  1.20882
H  -2.44743  -3.36695  1.47802
H  -0.93659  -7.28889  -0.12413
H  -0.47702  -6.08052  -1.40241
H  0.56352  -6.27387  0.03833
H  0.85299  -4.67643  -1.07356
H  1.59584  -2.42080  -1.31396
H  3.00489  0.12514  1.98535
H  1.25066  0.31276  2.37925
H  1.93655  -1.25724  1.87953
H  1.33537  1.76315  -3.69583
H  3.86546  1.92302  -3.90618
H  5.29918  1.64834  -1.90857
H  4.24722  1.21302  0.36644

Forces on atoms 1 to 6 (eV/Å):
C 0.5 -0.4 0.5
N -0.3 0.3 0.6
C -1.0 0.1 0.3
C 0.4 -0.2 0.7
Cl 0.2 0.3 0.0
H -0.3 0.0 0.0

HOMO level, eV: -10.4
Net charge: +1
LUMO, eV: -2.66

=====

Record 5
Formula: C9H18O9
Source: the Open Molecules 2025 dataset
Level of theory: ωB97M-V/def2-TZVPD

Positions of all 36 atoms, in Å:
C  -0.78092  -0.88367  0.27062
O  0.18883  -0.03861  -0.39098
C  1.11988  0.69492  0.27170
O  1.08506  0.73115  1.50588
O  1.93693  1.49460  -0.56309
C  2.94246  2.30783  0.09007
H  -1.37455  -0.53625  1.05596
H  -0.31325  -1.65080  0.92986
H  -1.26927  -1.16650  -0.52821
H  3.72282  2.10287  0.86883
H  2.37146  3.12647  0.55265
H  3.51152  2.67863  -0.48956
C  2.32854  5.49312  -1.11762
O  1.28261  4.43052  -1.46464
C  0.41112  4.26137  -0.48697
O  0.46455  4.86987  0.69952
O  -0.54721  3.47388  -0.76644
C  -1.67866  3.36044  0.08582
H  3.05787  5.60332  -2.10288
H  2.87289  5.25433  -0.19284
H  1.70934  6.40862  -1.04914
H  -1.66721  2.24588  0.52463
H  -2.56836  3.61559  -0.51371
H  -1.73871  3.87081  0.98575
C  -3.12614  -5.19250  -1.46476
O  -2.43723  -5.78854  -0.39738
C  -1.65011  -5.11290  0.27023
O  -1.28684  -3.90634  0.02239
O  -1.02638  -5.78697  1.18701
C  0.21611  -5.33562  1.81117
H  -3.68766  -6.00362  -1.94112
H  -2.26342  -4.90816  -2.42267
H  -3.73249  -4.35435  -1.12907
H  1.13087  -5.00263  1.13255
H  0.58868  -6.03357  2.61881
H  0.20687  -4.32323  2.13760

Forces on atoms 1 to 6 (eV/Å):
C 4.3 0.2 3.8
O 1.8 1.7 -0.6
C -1.2 0.7 2.3
O 1.1 0.2 -2.5
O -0.5 -2.8 1.5
C -7.2 -2.4 8.8

HOMO level, eV: -10.0
Net charge: 0
LUMO, eV: 0.68

=====

Record 6
Formula: C10H8N2O2S
Source: the Open Molecules 2025 dataset
Level of theory: ωB97M-V/def2-TZVPD

Positions of all 23 atoms, in Å:
C  2.60386  -1.82075  -0.68877
C  -2.99015  1.26668  0.12941
C  -2.25447  1.10407  1.33626
C  -2.37769  0.81107  -1.02744
C  -1.16086  0.24878  1.36643
C  -1.31883  -0.00582  -1.09056
C  -0.68687  -0.36253  0.17520
C  1.94244  0.59400  -0.43232
C  0.31519  -1.47418  0.11709
C  1.46643  -0.96602  -0.75719
N  3.47245  -2.56414  -0.77720
N  2.64672  0.81880  0.86852
O  2.84051  -0.09355  1.55966
O  2.96988  1.98753  1.07002
S  1.85538  1.80737  -1.46494
H  -3.89011  1.81478  0.15983
H  -2.64153  1.52993  2.16272
H  -2.73649  0.92032  -2.06022
H  -0.75043  -0.02890  2.36781
H  -0.87977  -0.43782  -2.00110
H  -0.15211  -2.41633  -0.27494
H  0.69135  -1.76452  1.06237
H  1.03507  -0.96877  -1.80062

Forces on atoms 1 to 6 (eV/Å):
C 0.9 -0.8 -0.7
C 2.6 0.0 1.4
C -0.3 -1.5 -4.1
C -1.9 0.2 -2.6
C 0.9 -1.0 -0.2
C 3.1 -1.6 3.4

HOMO level, eV: -9.5
Net charge: 0
LUMO, eV: -2.04